Run a
{
  "formula": "C2H2BrCl3",
  "method": "wB97M-V/def2-TZVPD",
  "homo_ev": [-8.8, -8.9],
  "lumo_energy_ha": [-0.0305, -0.0313],
  "total_charge": 0,
  "symbols": ["Br", "Cl", "Cl", "Cl", "C", "C", "H", "H"],
  "positions_angstrom": [[-2.503, -0.342, -0.341], [-1.780, 2.203, 1.251], [1.679, -0.140, 0.125], [2.362, 2.335, -1.274], [-1.122, 1.012, 0.246], [1.861, 0.752, -1.324], [-0.494, 1.415, -0.682], [2.297, 0.159, -2.132]],
  "nbo_charge": [-0.0019, 0.0637, 0.0645, 0.0815, -0.3019, -0.3244, 0.2114, 0.2070]
}

---

Run b
{
  "formula": "C2H2BrCl3",
  "method": "wB97M-V/def2-TZVPD",
  "homo_ev": [-8.5, -8.4],
  "lumo_energy_ha": [-0.0064, -0.0264],
  "total_charge": 0,
  "symbols": ["Br", "Cl", "Cl", "Cl", "C", "C", "H", "H"],
  "positions_angstrom": [[1.619, 0.944, 1.723], [0.043, 1.923, -0.652], [-2.194, 0.231, -0.510], [1.998, -0.248, -1.065], [0.944, 0.636, 0.006], [-1.124, -0.903, 0.109], [-0.602, -1.007, 1.075], [-0.684, -1.577, -0.686]],
  "nbo_charge": [0.1287, 0.0897, 0.0912, 0.0381, -0.3547, -0.4274, 0.2305, 0.2038]
}

---

run b (18.0 kJ/mol below the next structure)

---

Run a
{
  "formula": "C4H7Cl",
  "method": "wB97M-V/def2-TZVPD",
  "homo_ev": -9.6,
  "lumo_energy_ha": 0.0273,
  "smiles": "CC/C=C/Cl",
  "total_charge": 0,
  "symbols": ["Cl", "C", "C", "C", "C", "H", "H", "H", "H", "H", "H", "H"],
  "positions_angstrom": [[1.439, 2.286, 2.404], [0.241, 0.692, 0.412], [-0.984, -0.921, -1.062], [0.358, -0.580, -0.498], [0.708, 0.742, 1.588], [0.797, -1.376, -0.094], [-1.998, -0.519, -0.430], [-0.142, 1.644, -0.122], [-1.050, -0.123, -1.519], [1.116, -0.233, -1.253], [-1.193, -1.659, -1.809], [0.707, 0.048, 2.383]],
  "nbo_charge": [-0.1354, -0.2272, -0.6063, -0.3937, -0.1097, 0.2020, 0.1999, 0.2242, 0.1967, 0.2132, 0.2228, 0.2135]
}

---

Run b
{
  "formula": "C4H7Cl",
  "method": "wB97M-V/def2-TZVPD",
  "homo_ev": -9.3,
  "lumo_energy_ha": 0.0266,
  "smiles": "C/C=C\\CCl",
  "total_charge": 0,
  "symbols": ["Cl", "C", "C", "C", "C", "H", "H", "H", "H", "H", "H", "H"],
  "positions_angstrom": [[2.598, -0.518, -0.490], [-0.917, 0.319, -0.699], [-1.358, -0.930, -0.087], [1.425, 0.376, 0.521], [0.335, 0.763, -0.315], [1.962, 1.418, 0.595], [0.541, 1.732, -0.604], [-1.509, 1.130, -1.066], [-0.522, -1.619, 0.216], [-2.011, -1.445, -0.779], [-2.007, -1.075, 0.964], [1.465, -0.150, 1.745]],
  "nbo_charge": [-0.0643, -0.1596, -0.6733, -0.4307, -0.2199, 0.2297, 0.1877, 0.2200, 0.2263, 0.2205, 0.2227, 0.2407]
}

---

run b (65.4 kJ/mol below the next structure)

---

Run a
{
  "formula": "C2H6N2O2S",
  "method": "wB97M-V/def2-TZVPD",
  "homo_ev": -8.8,
  "lumo_energy_ha": -0.0075,
  "smiles": "CS(=O)(=O)/N=C/N",
  "total_charge": 0,
  "symbols": ["S", "O", "O", "N", "N", "C", "C", "H", "H", "H", "H", "H", "H"],
  "positions_angstrom": [[1.165, 0.549, -0.961], [0.536, 0.295, -2.237], [2.588, 0.336, -0.869], [-0.912, -2.447, 0.889], [0.428, -0.197, 0.269], [-0.412, -1.733, -0.066], [0.805, 2.232, -0.368], [-1.358, -3.331, 0.679], [-0.820, -2.136, 1.843], [-0.048, 2.616, -0.907], [-0.421, -1.965, -1.115], [1.683, 2.850, -0.506], [0.582, 2.119, 0.686]],
  "nbo_charge": [2.2540, -0.9846, -0.9535, -0.7151, -0.9367, 0.3933, -0.8591, 0.4214, 0.4326, 0.2368, 0.2210, 0.2397, 0.2501]
}

---

Run b
{
  "formula": "C2H6N2O2S",
  "method": "wB97M-V/def2-TZVPD",
  "homo_ev": -8.3,
  "lumo_energy_ha": 0.0251,
  "smiles": "OC/C(=N/S)NO",
  "total_charge": 0,
  "symbols": ["S", "O", "O", "N", "N", "C", "C", "H", "H", "H", "H", "H", "H"],
  "positions_angstrom": [[-2.688, -0.386, -0.041], [-1.039, 1.946, 0.328], [2.394, -0.092, -0.115], [-0.031, 1.144, -0.206], [-1.103, -1.025, 0.060], [1.251, -0.886, 0.305], [-0.096, -0.229, 0.007], [1.391, -0.947, 1.370], [0.886, 1.519, 0.052], [1.342, -1.871, -0.080], [-1.495, 2.428, -0.393], [2.410, -0.003, -1.075], [-3.222, -1.600, -0.213]],
  "nbo_charge": [0.1549, -0.5539, -0.7291, -0.3477, -0.6102, -0.1046, 0.3475, 0.2030, 0.3856, 0.1986, 0.4797, 0.4706, 0.1056]
}

---

run b (102.8 kJ/mol below the next structure)

---

Run a
{
  "formula": "C3H5OP",
  "method": "wB97M-V/def2-TZVPD",
  "homo_ev": [-9.4, -9.3],
  "lumo_energy_ha": [-0.0587, -0.0167],
  "total_charge": 0,
  "symbols": ["P", "O", "C", "C", "C", "H", "H", "H", "H", "H"],
  "positions_angstrom": [[-2.365, -1.250, 0.514], [-2.442, -2.402, -0.402], [-0.476, 1.057, 1.369], [0.248, -0.798, -0.817], [-0.804, -0.488, 0.146], [-1.249, 1.225, 2.080], [0.780, 0.089, -1.152], [-0.205, -1.302, -1.674], [0.462, 1.547, 1.262], [0.978, -1.485, -0.381]],
  "nbo_charge": [1.2321, -0.9878, -0.2719, -0.7458, -0.3042, 0.1735, 0.2335, 0.2505, 0.1714, 0.2488]
}

---

Run b
{
  "formula": "C3H5OP",
  "method": "wB97M-V/def2-TZVPD",
  "homo_ev": -8.7,
  "lumo_energy_ha": 0.0047,
  "total_charge": 0,
  "symbols": ["P", "O", "C", "C", "C", "H", "H", "H", "H", "H"],
  "positions_angstrom": [[0.634, 2.246, -0.735], [-0.717, -1.104, 0.625], [0.043, 0.828, -0.133], [-1.201, 0.046, -0.005], [0.660, -1.110, 0.402], [0.969, -1.660, -0.530], [1.880, 1.847, -0.505], [-1.888, 0.580, 0.555], [1.273, -1.356, 1.247], [-1.653, -0.318, -0.921]],
  "nbo_charge": [0.4131, -0.5565, -0.4049, -0.1650, 0.0124, 0.1621, -0.0313, 0.1941, 0.1784, 0.1976]
}

---

run a (14.0 kJ/mol below the next structure)

---

Run a
{
  "formula": "C22H34Br2NSiY",
  "method": "wB97M-V/def2-TZVPD",
  "homo_ev": -13.9,
  "lumo_energy_ha": -0.2451,
  "total_charge": 2,
  "symbols": ["Y", "Br", "Br", "Si", "N", "C", "C", "C", "C", "C", "C", "C", "C", "C", "C", "C", "C", "C", "C", "C", "C", "C", "C", "C", "C", "C", "C", "H", "H", "H", "H", "H", "H", "H", "H", "H", "H", "H", "H", "H", "H", "H", "H", "H", "H", "H", "H", "H", "H", "H", "H", "H", "H", "H", "H", "H", "H", "H", "H", "H", "H"],
  "positions_angstrom": [[0.067, -0.338, -0.297], [2.333, 0.398, -2.246], [0.682, -2.291, -2.551], [-2.866, 0.411, -1.396], [-1.275, 1.051, -1.132], [1.364, 3.614, -1.056], [0.468, 3.520, -3.277], [-0.291, -0.686, 2.432], [3.106, 0.950, 1.683], [1.192, -2.337, 1.410], [-2.565, -1.275, -0.522], [0.457, 1.664, 2.891], [-0.464, 2.578, -2.893], [0.723, 0.296, 2.314], [-4.181, 1.345, -0.485], [1.474, -3.774, 1.044], [-3.283, 0.101, -3.179], [-1.579, -0.308, 3.122], [-0.500, 2.131, -1.563], [0.403, 2.684, -0.647], [-0.060, -2.004, 1.976], [1.402, 4.025, -2.372], [1.969, -0.039, 1.736], [-1.083, -3.096, 2.165], [1.961, -1.099, -3.397], [3.526, -1.733, 0.671], [2.192, -1.354, 1.263], [-2.224, -1.158, 3.309], [-1.884, -1.970, -1.044], [-4.286, 2.353, -0.893], [-2.102, -2.726, 2.199], [-3.951, 1.440, 0.578], [1.507, -0.728, -4.307], [2.046, 4.040, -0.332], [2.868, -1.664, -3.568], [3.412, -2.388, -0.192], [-5.151, 0.855, -0.584], [0.944, -4.083, 0.140], [-0.579, 1.967, 2.756], [-3.507, -1.829, -0.500], [1.147, -4.438, 1.843], [1.084, 2.441, 2.468], [-2.290, -1.201, 0.540], [-1.038, -3.838, 1.371], [4.123, -2.271, 1.412], [2.124, 4.762, -2.694], [-3.451, 1.037, -3.716], [0.477, 3.870, -4.301], [2.863, 1.902, 2.139], [-2.490, -0.446, -3.694], [4.101, -0.868, 0.357], [-4.204, -0.480, -3.266], [3.442, 1.147, 0.664], [-1.356, 0.148, 4.087], [0.647, 1.648, 3.968], [3.962, 0.543, 2.225], [-1.165, 2.169, -3.610], [2.531, -3.954, 0.886], [0.264, 2.471, 0.406], [-2.151, 0.428, 2.552], [-0.885, -3.614, 3.107]],
  "nbo_charge": [1.6660, 0.2318, 0.1834, 1.8156, -1.3441, -0.1711, -0.1518, -0.0374, -0.6478, 0.0628, -1.1444, -0.6554, -0.2740, -0.0500, -1.1323, -0.6670, -1.1349, -0.6545, 0.2309, -0.3530, -0.0757, -0.2268, -0.0313, -0.6548, -0.4945, -0.6562, -0.0763, 0.2450, 0.2231, 0.2680, 0.2367, 0.2435, 0.2655, 0.2312, 0.2672, 0.2319, 0.2641, 0.2332, 0.2433, 0.3115, 0.2552, 0.2361, 0.2285, 0.2390, 0.2649, 0.2424, 0.2632, 0.2390, 0.2430, 0.2393, 0.2418, 0.2669, 0.2336, 0.2599, 0.2654, 0.2590, 0.2300, 0.2464, 0.2191, 0.2400, 0.2661]
}

---

Run b
{
  "formula": "C22H34Br2NSiY",
  "method": "wB97M-V/def2-TZVPD",
  "homo_ev": -13.6,
  "lumo_energy_ha": -0.2412,
  "total_charge": 2,
  "symbols": ["Y", "Br", "Br", "Si", "N", "C", "C", "C", "C", "C", "C", "C", "C", "C", "C", "C", "C", "C", "C", "C", "C", "C", "C", "C", "C", "C", "C", "H", "H", "H", "H", "H", "H", "H", "H", "H", "H", "H", "H", "H", "H", "H", "H", "H", "H", "H", "H", "H", "H", "H", "H", "H", "H", "H", "H", "H", "H", "H", "H", "H", "H"],
  "positions_angstrom": [[0.363, 0.019, 0.200], [-1.759, 2.146, 0.699], [-1.341, 0.998, -2.212], [2.510, 2.157, 1.034], [1.374, 1.043, 1.729], [2.605, -1.916, -2.400], [3.424, -2.077, 0.457], [-0.746, -2.438, -0.671], [1.466, 1.463, 4.162], [1.009, -2.499, 1.040], [1.456, -2.827, 2.443], [2.245, 1.679, -0.813], [-0.358, -2.573, 0.686], [0.222, -2.161, -1.655], [1.975, -2.190, 0.054], [-0.345, 0.225, 3.214], [-1.415, -2.878, 1.721], [-2.181, -2.703, -1.061], [0.898, 1.304, 5.417], [4.279, 1.813, 1.459], [-0.290, 0.601, 5.579], [1.586, -2.051, -1.296], [-0.914, 0.056, 4.468], [2.044, 3.931, 1.269], [-0.159, -2.065, -3.110], [-2.241, 2.353, -1.161], [0.852, 0.927, 3.031], [-1.909, 3.327, -1.498], [-1.204, -1.805, -3.251], [3.971, -1.377, -0.171], [-2.793, -1.797, -1.063], [4.470, 2.015, 2.515], [-0.728, 0.482, 6.560], [2.103, 4.204, 2.325], [2.531, -0.963, -2.929], [2.434, -2.697, -3.141], [0.452, -1.336, -3.641], [0.736, -3.460, 2.950], [2.457, 0.623, -1.067], [-2.645, -3.406, -0.375], [1.025, 4.138, 0.933], [-2.239, -3.138, -2.055], [0.005, -3.027, -3.603], [3.523, -1.739, 1.486], [-1.098, -2.602, 2.722], [2.725, 4.590, 0.726], [1.604, -1.931, 3.053], [4.946, 2.460, 0.885], [2.400, -3.368, 2.416], [4.556, 0.775, 1.264], [3.623, -2.021, -2.043], [-2.347, -2.353, 1.510], [1.284, 1.990, -1.251], [3.918, -3.049, 0.375], [-1.842, -0.492, 4.576], [-3.308, 2.207, -1.265], [-0.888, -0.213, 2.364], [2.399, 2.004, 4.054], [-1.642, -3.947, 1.721], [2.989, 2.222, -1.402], [1.391, 1.733, 6.279]],
  "nbo_charge": [1.6773, 0.2403, 0.1853, 1.8200, -1.3593, -0.6557, -0.6560, -0.0748, -0.2728, -0.0313, -0.6531, -1.1565, -0.0579, 0.0624, -0.0432, -0.2998, -0.6607, -0.6497, -0.1495, -1.1375, -0.2192, -0.0622, -0.1699, -1.1384, -0.6825, -0.4987, 0.2377, 0.2645, 0.2376, 0.2337, 0.2363, 0.2638, 0.2416, 0.2680, 0.2368, 0.2585, 0.2374, 0.2471, 0.2234, 0.2515, 0.2415, 0.2507, 0.2676, 0.2475, 0.2467, 0.2664, 0.2572, 0.2640, 0.2508, 0.2433, 0.2482, 0.2357, 0.2336, 0.2642, 0.2292, 0.2682, 0.1451, 0.2216, 0.2661, 0.3184, 0.2394]
}

---

run a (11.1 kJ/mol below the next structure)

---

Run a
{
  "formula": "C4H32BO24",
  "method": "wB97M-V/def2-TZVPD",
  "homo_ev": -8.4,
  "lumo_energy_ha": 0.0490,
  "total_charge": -1,
  "symbols": ["O", "O", "O", "O", "O", "O", "O", "O", "O", "O", "O", "O", "O", "O", "O", "O", "O", "O", "O", "O", "O", "O", "O", "O", "C", "C", "C", "C", "B", "H", "H", "H", "H", "H", "H", "H", "H", "H", "H", "H", "H", "H", "H", "H", "H", "H", "H", "H", "H", "H", "H", "H", "H", "H", "H", "H", "H", "H", "H", "H", "H"],
  "positions_angstrom": [[0.647, -0.155, -3.531], [-0.086, -4.045, -3.049], [-2.274, 3.133, 0.930], [0.277, 0.068, 1.534], [6.147, 1.236, -0.548], [-1.878, 4.914, -1.545], [-3.441, -1.563, -1.961], [-4.291, -2.037, 1.033], [-1.406, -2.582, -0.078], [-3.067, -4.701, -1.028], [1.996, 0.461, -0.103], [0.884, 3.476, -1.488], [-0.560, -5.885, 0.903], [-2.731, -3.945, 2.370], [0.017, 1.595, -0.409], [3.359, 2.274, -0.583], [0.410, -2.394, 4.679], [-1.057, -1.377, 2.756], [0.911, 1.224, 4.094], [-0.051, -0.844, -0.633], [3.418, 2.489, -3.852], [4.428, 4.744, 0.217], [2.622, 5.278, -2.603], [-2.472, 1.152, 3.472], [0.974, 2.401, -0.911], [2.254, 1.693, -0.543], [-0.505, -1.024, 1.685], [-0.771, -1.593, 0.192], [0.562, 0.296, 0.117], [3.476, 5.054, -2.973], [2.277, 4.449, -2.273], [-0.319, -5.125, 0.373], [-2.134, 4.875, -0.624], [-2.240, -4.297, -0.767], [-1.880, -3.773, 1.967], [-2.886, -4.877, 2.216], [-0.121, -1.787, 4.164], [0.094, 0.096, -2.792], [3.627, 1.654, -3.433], [6.358, 1.225, -1.481], [-3.631, -2.582, 1.461], [-0.073, -3.189, -2.620], [-0.930, 4.782, -1.536], [-2.979, -2.262, -1.498], [-1.523, 2.540, 0.958], [0.126, -3.262, 4.394], [4.420, 3.924, -0.276], [-1.980, 0.340, 3.590], [-0.385, -6.637, 0.337], [5.454, 1.891, -0.466], [2.504, 2.400, -4.122], [-4.094, -1.251, -1.335], [0.574, 0.637, 3.418], [0.700, 2.102, 3.777], [-2.902, 1.297, 4.315], [-5.114, -2.278, 1.458], [-2.842, -5.613, -1.210], [-2.522, 3.252, 1.847], [1.067, 0.660, -3.805], [4.308, 5.424, -0.445], [-0.748, -3.958, -3.736]],
  "nbo_charge": [-0.9318, -0.9533, -0.9512, -0.6636, -0.9419, -0.9611, -0.9623, -0.9747, -0.6214, -0.9410, -0.6337, -0.5656, -0.9472, -0.9495, -0.6714, -0.6035, -0.9541, -0.6163, -0.9431, -0.6426, -0.9356, -0.9507, -0.9648, -0.9550, 0.7016, 0.7023, 0.7234, 0.7512, 1.1800, 0.4620, 0.4915, 0.4753, 0.4798, 0.4790, 0.4823, 0.4829, 0.4808, 0.4812, 0.4725, 0.4569, 0.4967, 0.4794, 0.4784, 0.4778, 0.4786, 0.4597, 0.4769, 0.4849, 0.4727, 0.4832, 0.4645, 0.4824, 0.4734, 0.4640, 0.4671, 0.4617, 0.4603, 0.4733, 0.4525, 0.4709, 0.4742]
}

---

Run b
{
  "formula": "C4H32BO24",
  "method": "wB97M-V/def2-TZVPD",
  "homo_ev": -8.9,
  "lumo_energy_ha": 0.0638,
  "total_charge": -1,
  "symbols": ["O", "O", "O", "O", "O", "O", "O", "O", "O", "O", "O", "O", "O", "O", "O", "O", "O", "O", "O", "O", "O", "O", "O", "O", "C", "C", "C", "C", "B", "H", "H", "H", "H", "H", "H", "H", "H", "H", "H", "H", "H", "H", "H", "H", "H", "H", "H", "H", "H", "H", "H", "H", "H", "H", "H", "H", "H", "H", "H", "H", "H"],
  "positions_angstrom": [[-0.597, 1.502, -1.323], [2.261, 2.631, 0.255], [3.962, -0.305, -0.089], [3.718, 2.021, -2.216], [-3.529, 2.424, -0.967], [3.673, 3.550, 2.836], [4.789, 4.665, -0.460], [-4.746, -0.012, 2.932], [0.835, 0.904, 0.436], [-0.154, -0.860, -0.884], [-3.860, -4.219, 2.749], [-2.734, -1.460, 1.320], [1.694, -2.411, -2.537], [-1.534, 0.293, 0.593], [-0.618, 1.114, 3.505], [0.339, 3.514, -1.760], [2.046, -3.710, -0.116], [0.928, -2.794, 2.433], [0.006, -6.037, -0.608], [-5.731, -2.222, -0.008], [-1.057, -2.906, -0.654], [0.058, 5.904, -0.157], [-0.533, 4.917, -4.200], [-2.437, -5.158, -2.259], [0.298, 2.471, -1.184], [-0.987, -1.748, -0.374], [-1.872, -0.985, 0.642], [1.285, 2.030, -0.082], [-0.371, 0.479, -0.303], [0.050, -5.232, -0.079], [0.141, 5.407, -4.678], [3.007, 3.224, 3.449], [4.084, 4.027, -0.617], [-0.469, 0.546, 2.743], [-2.993, -4.242, 3.165], [0.847, 6.088, 0.361], [4.865, -0.413, 0.225], [-3.638, 2.886, -0.131], [-0.118, 4.678, -3.360], [0.262, 1.321, 3.831], [1.958, -3.408, -1.042], [1.623, -3.413, 2.671], [-3.201, -4.574, -2.227], [-4.913, -2.063, 0.473], [0.964, -2.664, -3.114], [-4.165, 0.246, 3.654], [3.468, 3.110, 2.002], [0.343, 5.247, -0.807], [4.188, 1.981, -1.377], [-6.309, -1.505, 0.270], [0.331, -5.762, -1.470], [3.707, 1.108, -2.518], [1.285, -1.808, -1.896], [-4.159, -0.475, 2.318], [-2.682, 1.972, -0.886], [0.934, -2.828, 1.465], [-3.686, -3.871, 1.868], [-2.019, -5.075, -1.395], [4.747, 5.259, -1.214], [3.484, 0.087, 0.651], [2.933, -3.444, 0.143]],
  "nbo_charge": [-0.6571, -0.6001, -0.9532, -0.9517, -0.9435, -0.9462, -0.9462, -0.9623, -0.6678, -0.6909, -0.9402, -0.5853, -0.9642, -0.6596, -0.9383, -0.5805, -0.9960, -0.9605, -0.9481, -0.9469, -0.5592, -0.9551, -0.9477, -0.9563, 0.7165, 0.7001, 0.7010, 0.7185, 1.1927, 0.4824, 0.4561, 0.4587, 0.4798, 0.4761, 0.4668, 0.4649, 0.4702, 0.4679, 0.4883, 0.4619, 0.5024, 0.4657, 0.4670, 0.4739, 0.4842, 0.4683, 0.4854, 0.4840, 0.4747, 0.4730, 0.4701, 0.4772, 0.4973, 0.4849, 0.4736, 0.4884, 0.4742, 0.4876, 0.4666, 0.4834, 0.4731]
}

---

run b (91.7 kJ/mol below the next structure)